--- w ---
The following is a DFT calculation (ωB97M-V with the def2-TZVPD basis set) of a molecular structure, C19H14AsClGaN4O4S4Se.

The geometry in XYZ format:
```
49
Properties=species:S:1:pos:R:3:nbo_charge:R:1
Ga 0.7119 1.4755 1.4055 1.27
S 4.0198 -0.1881 3.7301 -0.69
As 3.0495 1.5814 3.2467 0.97
S 2.8868 1.7628 0.8975 -0.71
S 0.6797 1.4537 3.6317 -0.67
S 3.8364 3.2819 4.1056 -0.64
O -3.8227 5.1843 0.8259 -0.68
C -4.4537 4.0611 1.0873 0.78
O -5.6297 4.0381 1.3602 -0.60
C -3.6648 2.7901 1.0280 -0.26
C -4.2085 1.5205 1.2033 0.17
Cl -5.8179 1.1409 1.5537 0.10
N -3.2126 0.6041 1.1064 -0.19
N -2.0432 1.2236 0.9013 -0.23
C -2.2875 2.5240 0.8336 0.04
C -1.1654 3.4315 0.4657 0.81
O -1.3748 4.6141 0.2274 -0.63
O -0.0252 2.8703 0.3582 -0.80
C -3.2656 -0.8064 1.0873 0.19
C -4.3832 -1.4998 0.6371 -0.24
C -4.3354 -2.8806 0.5536 -0.21
C -3.1841 -3.5743 0.8888 -0.22
C -2.0755 -2.8772 1.3386 -0.18
C -2.1187 -1.5006 1.4485 -0.23
H -2.8517 5.0628 0.5820 0.51
H -5.2794 -0.9778 0.3469 0.23
H -5.2102 -3.4117 0.2085 0.21
H -3.1511 -4.6515 0.7998 0.21
H -1.1617 -3.3956 1.5896 0.23
H -1.2635 -0.9508 1.8163 0.26
C 4.5238 -1.2840 0.1789 -0.44
N 3.3822 -1.2758 -0.6935 -0.38
C 2.0920 -1.2082 -0.3187 0.29
Se 1.3575 -1.5772 1.2935 -0.14
N 1.3327 -0.9961 -1.4267 -0.55
C 2.1341 -0.9791 -2.5402 0.12
C 1.8629 -0.8936 -3.8956 -0.23
C 2.9420 -1.0041 -4.7583 -0.21
C 4.2402 -1.1829 -4.2889 -0.22
C 4.5182 -1.2581 -2.9351 -0.23
C 3.4469 -1.1589 -2.0638 0.18
H 4.1901 -1.2893 1.2168 0.29
H 5.1065 -0.3753 0.0149 0.23
H 5.1409 -2.1623 -0.0076 0.20
H 0.3374 -0.8467 -1.3834 0.44
H 0.8556 -0.7658 -4.2641 0.22
H 2.7680 -0.9642 -5.8234 0.21
H 5.0474 -1.2786 -5.0008 0.21
H 5.5226 -1.4058 -2.5685 0.22
```

Total charge: -1
HOMO energy: -0.1701 Eh
LUMO energy: 1.874 eV
Kohn-Sham gap: 0.239 Eh

--- x ---
The following is a DFT calculation (ωB97M-V with the def2-TZVPD basis set) of a molecular structure, C19H14AsClGaN4O4S4Se.

The geometry in XYZ format:
```
49
Properties=species:S:1:pos:R:3:nbo_charge:R:1
Ga 1.2438 1.1546 -1.0351 1.27
S 4.0770 4.0062 -0.1930 -0.66
As 3.3557 3.0870 -1.9004 0.98
S 3.3426 0.7082 -1.5709 -0.74
S 1.0589 3.1507 -2.0002 -0.67
S 4.2303 3.4883 -3.7328 -0.66
O -3.0263 0.6586 2.9577 -0.68
C -3.6026 0.4284 1.7916 0.78
O -4.7688 0.1294 1.7100 -0.59
C -2.7484 0.5843 0.5674 -0.27
C -3.2121 0.5067 -0.7354 0.18
Cl -4.7659 0.0710 -1.2581 0.11
N -2.1703 0.7391 -1.5785 -0.18
N -1.0543 0.9406 -0.8724 -0.26
C -1.3706 0.8708 0.4015 0.07
C -0.2298 0.9460 1.3740 0.80
O -0.4407 0.8562 2.5841 -0.65
O 0.9344 1.0547 0.8555 -0.79
C -2.1111 0.8107 -3.0173 0.20
C -3.1811 1.2924 -3.7601 -0.24
C -3.0711 1.3728 -5.1408 -0.20
C -1.9016 0.9963 -5.7825 -0.20
C -0.8305 0.5363 -5.0315 -0.17
C -0.9350 0.4376 -3.6551 -0.21
H -2.0334 0.7845 2.8703 0.51
H -4.0818 1.6385 -3.2819 0.23
H -3.9093 1.7526 -5.7131 0.21
H -1.8214 1.0720 -6.8601 0.22
H 0.1001 0.2555 -5.5091 0.23
H -0.1026 0.0542 -3.0907 0.23
C -0.6286 -2.6741 1.9749 -0.42
N 0.7185 -2.1654 1.7941 -0.39
C 1.2960 -1.8201 0.6156 0.31
Se 0.5175 -1.8582 -1.0578 -0.22
N 2.5438 -1.4008 0.8983 -0.55
C 2.7657 -1.4176 2.2697 0.12
C 3.8530 -1.0409 3.0404 -0.21
C 3.7336 -1.2008 4.4119 -0.21
C 2.5670 -1.7125 4.9877 -0.22
C 1.4794 -2.0829 4.2111 -0.24
C 1.6078 -1.9271 2.8410 0.17
H -1.1256 -2.6772 1.0095 0.25
H -1.1720 -2.0315 2.6664 0.22
H -0.5959 -3.6926 2.3644 0.21
H 3.0980 -0.8865 0.2229 0.47
H 4.7421 -0.6240 2.5823 0.24
H 4.5578 -0.9144 5.0535 0.22
H 2.5031 -1.8027 6.0649 0.21
H 0.5644 -2.4548 4.6558 0.22
```

Total charge: -1
HOMO energy: -0.1711 Eh
LUMO energy: 1.928 eV
Kohn-Sham gap: 0.242 Eh

Computed relative energies in units of kcal/mol: w 23.3; x 0.0